ORCA calculation (ωB97M-V/def2-TZVPD) on a molecular structure, C43H40BrN4P2S2SeV in a non-equilibrium geometry.

Each line ends with the Mulliken charge.
Geometry (Å):
V (-0.81, 0.58, -0.04)  -1.14
S (-0.67, 0.65, 2.49)  -0.62
P (0.96, -0.39, 1.85)  2.82
C (0.86, -0.55, 0.14)  -0.91
P (0.73, -2.10, -0.57)  1.60
S (-1.06, -2.97, -0.54)  -0.53
C (2.01, -3.25, 0.07)  0.86
C (1.71, -4.56, 0.39)  -0.76
C (2.72, -5.42, 0.82)  -0.64
C (4.03, -4.97, 0.91)  -0.60
C (4.33, -3.65, 0.58)  -0.80
C (3.32, -2.80, 0.17)  -0.25
C (1.32, -1.97, -2.30)  0.74
C (0.80, -2.79, -3.29)  -0.87
C (1.31, -2.75, -4.58)  -0.69
C (2.36, -1.90, -4.88)  -0.62
C (2.89, -1.07, -3.90)  -0.86
C (2.37, -1.11, -2.61)  0.02
C (2.46, 0.52, 2.33)  0.01
C (3.35, 0.95, 1.35)  0.13
C (4.47, 1.68, 1.71)  -1.00
C (4.71, 1.98, 3.04)  -0.50
C (3.82, 1.56, 4.02)  -0.75
C (2.69, 0.84, 3.66)  -0.39
C (1.07, -1.93, 2.80)  0.56
C (-0.09, -2.67, 3.02)  -0.12
C (-0.04, -3.88, 3.68)  -0.87
C (1.17, -4.38, 4.13)  -0.53
C (2.34, -3.65, 3.92)  -0.72
C (2.29, -2.43, 3.26)  -0.54
H (0.69, -4.90, 0.32)  0.40
H (2.48, -6.44, 1.08)  0.44
H (4.81, -5.64, 1.24)  0.41
H (5.35, -3.29, 0.66)  0.44
H (3.56, -1.76, -0.07)  0.16
H (-0.02, -3.45, -3.04)  0.45
H (0.90, -3.39, -5.34)  0.46
H (2.77, -1.87, -5.88)  0.40
H (3.71, -0.41, -4.13)  0.43
H (2.77, -0.45, -1.85)  0.11
H (3.13, 0.72, 0.32)  0.22
H (5.16, 2.02, 0.94)  0.44
H (5.59, 2.55, 3.32)  0.38
H (4.00, 1.80, 5.06)  0.41
H (1.99, 0.52, 4.43)  0.43
H (-1.04, -2.29, 2.65)  0.03
H (-0.95, -4.45, 3.83)  0.43
H (1.21, -5.33, 4.64)  0.40
H (3.29, -4.03, 4.26)  0.42
H (3.20, -1.88, 3.09)  0.35
Br (-7.59, 0.24, 3.55)  -0.19
C (-6.12, 0.19, 2.35)  0.02
C (-6.24, 0.80, 1.11)  -0.66
C (-5.16, 0.76, 0.23)  -0.05
C (-3.99, 0.12, 0.61)  -1.02
C (-3.87, -0.48, 1.86)  0.36
C (-4.95, -0.45, 2.73)  -0.79
N (-2.89, 0.10, -0.28)  1.12
C (-3.07, -0.39, -1.45)  -0.88
C (-2.05, -0.23, -2.49)  0.69
C (-2.25, -0.65, -3.79)  -0.94
C (-1.31, -0.28, -4.74)  -0.75
C (-0.21, 0.47, -4.35)  -1.06
C (-0.06, 0.79, -3.00)  -0.58
N (-0.95, 0.44, -2.09)  1.30
H (-7.15, 1.31, 0.83)  0.46
H (-5.21, 1.28, -0.72)  0.43
H (-2.95, -0.96, 2.14)  0.35
H (-4.88, -0.92, 3.70)  0.47
H (-4.02, -0.87, -1.72)  0.42
H (-3.13, -1.22, -4.05)  0.54
H (-1.43, -0.58, -5.77)  0.48
H (0.54, 0.78, -5.06)  0.56
H (0.80, 1.33, -2.63)  0.57
C (-0.96, 5.45, -3.10)  -0.93
N (-1.46, 5.43, -1.74)  0.26
C (-1.01, 6.25, -0.72)  -0.51
C (-1.70, 5.91, 0.39)  -0.51
N (-2.56, 4.90, 0.04)  0.28
C (-3.44, 4.20, 0.96)  -0.92
C (-2.41, 4.59, -1.27)  -0.16
Se (-3.28, 3.26, -2.19)  -0.30
H (-0.95, 6.47, -3.47)  0.36
H (-1.62, 4.84, -3.70)  0.28
H (0.05, 5.03, -3.13)  0.31
H (-0.25, 6.99, -0.88)  0.48
H (-1.66, 6.30, 1.39)  0.46
H (-3.90, 4.92, 1.63)  0.37
H (-2.87, 3.47, 1.54)  0.26
H (-4.20, 3.68, 0.38)  0.31
C (-0.03, 2.51, -0.09)  -0.66
H (-0.64, 3.12, 0.56)  0.16
H (0.00, 2.98, -1.08)  0.02
H (0.98, 2.52, 0.33)  0.37

Summary:
**Multiplicity**: 3
**HOMO energy (spin up / spin down)**: -7.070 / -7.190 eV
**Strongest force on any atom**: 1.5 eV/Å
**Charge**: 0
**Electronic energy**: -252527.4520 eV
**Energy relative to the best compared isomer or geometry (same formula, charge and spin)**: 0.4 kcal per mole

ORCA calculation (ωB97M-V/def2-TZVPD) on a gas-phase ion, C2H3O3Si (charge -1) in a non-equilibrium geometry.

Each line ends with the Mulliken charge.
Geometry (Å):
O (3.68, 1.88, -0.31)  -0.48
C (3.14, 0.89, 0.10)  0.14
C (3.00, -0.45, -0.06)  0.43
O (3.47, -1.46, 0.38)  -0.61
O (1.40, -0.60, -0.51)  -0.33
Si (0.11, -0.40, 0.39)  0.45
H (0.40, 0.79, 1.17)  -0.18
H (-0.14, -1.49, 1.29)  -0.19
H (-0.94, 0.08, -0.40)  -0.21

Summary:
**SMILES string**: O=C=C([O-])O[SiH3]
**HOMO energy**: -2.325 eV
**Strongest force on any atom**: 2.8 eV/Å
**Charge**: -1
**Electronic energy**: -16141.7540 eV
**Energy relative to the best compared isomer or geometry (same formula, charge and spin)**: 30.4 kcal per mole

ORCA calculation (ωB97M-V/def2-TZVPD) on a single C21H26N2O5S molecule in a non-equilibrium geometry.

Each line ends with the Mulliken charge.
Geometry (Å):
C (3.95, -3.95, 0.06)  -0.81
O (4.28, -2.58, 0.15)  -0.45
C (3.28, -1.68, 0.31)  0.87
C (1.93, -2.00, 0.43)  -0.23
C (0.99, -1.00, 0.57)  -0.45
C (1.38, 0.32, 0.59)  0.43
S (0.22, 1.68, 0.71)  1.34
O (0.03, 2.24, -0.60)  -0.85
O (0.69, 2.55, 1.75)  -0.69
N (-1.22, 1.01, 1.16)  0.43
C (-2.31, 0.88, 0.22)  -1.01
C (-2.03, -0.24, -0.80)  0.50
O (-2.37, -1.39, -0.61)  -0.67
N (-1.39, 0.20, -1.89)  0.01
C (-0.96, -0.67, -2.96)  -1.31
C (0.52, -1.09, -2.84)  0.88
C (1.50, 0.09, -2.94)  -0.07
C (1.65, 0.24, -4.46)  -0.91
C (1.42, -1.19, -4.97)  -0.55
O (0.88, -1.96, -3.90)  -0.55
C (-1.35, 0.48, 2.50)  -0.99
C (-2.36, 1.28, 3.29)  0.22
C (-3.55, 0.70, 3.73)  -0.22
C (-4.47, 1.45, 4.43)  -0.64
C (-4.23, 2.79, 4.69)  -0.37
C (-3.05, 3.37, 4.25)  -0.71
C (-2.12, 2.62, 3.55)  -0.45
C (2.72, 0.66, 0.49)  -0.70
C (3.67, -0.34, 0.35)  -0.94
H (3.29, -4.15, -0.79)  0.32
H (4.90, -4.46, -0.09)  0.24
H (3.49, -4.31, 0.98)  0.32
H (1.60, -3.03, 0.42)  0.44
H (-0.06, -1.26, 0.65)  -0.05
H (-2.44, 1.83, -0.30)  0.40
H (-3.22, 0.64, 0.78)  0.48
H (-0.98, 1.13, -1.84)  0.36
H (-1.58, -1.57, -2.92)  0.36
H (-1.12, -0.16, -3.91)  0.35
H (0.65, -1.66, -1.91)  0.02
H (2.45, -0.20, -2.49)  0.23
H (1.13, 0.98, -2.45)  0.19
H (0.89, 0.92, -4.85)  0.27
H (2.63, 0.62, -4.74)  0.42
H (2.35, -1.67, -5.28)  0.33
H (0.73, -1.21, -5.82)  0.28
H (-0.37, 0.57, 2.96)  0.57
H (-1.64, -0.57, 2.46)  0.40
H (-3.74, -0.35, 3.53)  0.41
H (-5.39, 1.00, 4.77)  0.39
H (-4.95, 3.38, 5.23)  0.38
H (-2.85, 4.41, 4.45)  0.40
H (-1.20, 3.06, 3.20)  0.48
H (3.00, 1.70, 0.52)  0.45
H (4.72, -0.10, 0.26)  0.44

Summary:
**SMILES string**: COc1ccc(S(=O)(=O)N(CC(=O)NC[C@@H]2CCCO2)Cc2ccccc2)cc1
**HOMO energy**: -9.126 eV
**Strongest force on any atom**: 1.1 eV/Å
**Charge**: 0
**Electronic energy**: -46251.6156 eV
**Energy relative to the best compared isomer or geometry (same formula, charge and spin)**: 67.8 kcal per mole